Record 1
Here is a single C16H24N3O4P molecule from the Open Molecules 2025 dataset. Energies are from wB97M-V/def2-TZVPD.

ORCA input file:
```
! wB97M-V def2-TZVPD RIJCOSX def2/J DEFGRID3
* xyz 0 1
C -1.189 0.766 5.813
C -1.335 2.069 4.843
C -0.809 1.682 3.381
C -1.867 0.766 2.540
C -1.049 0.140 1.328
C -0.890 0.861 -0.049
P -1.654 2.560 -0.431
N -0.783 3.707 0.284
O -3.247 2.730 0.134
O -1.567 2.879 -2.122
C -0.076 0.201 -1.188
C 0.628 -1.165 -0.966
C 1.498 -1.830 -2.126
C 2.501 -0.704 -2.694
C 2.074 -0.092 -4.121
C 1.761 -1.196 -5.239
N 1.644 -0.656 -6.625
C 0.491 -1.905 0.380
C -0.366 -1.231 1.487
C -0.321 -2.270 2.689
O -0.648 -2.185 3.886
N 0.194 -3.540 2.087
C 1.080 -3.284 0.910
O 2.041 -3.956 0.503
H -0.175 0.737 6.331
H -2.015 0.860 6.616
H -1.404 -0.209 5.258
H -0.628 2.871 5.279
H -2.414 2.478 4.849
H -0.517 2.595 2.738
H 0.154 1.044 3.438
H -2.251 -0.062 3.247
H -2.765 1.381 2.206
H -0.010 3.279 0.817
H -3.891 2.208 -0.405
H -2.046 2.173 -2.623
H 0.017 0.765 -2.184
H 2.146 -2.644 -1.624
H 0.872 -2.356 -2.921
H 3.557 -1.133 -2.735
H 2.541 0.162 -1.933
H 2.987 0.507 -4.495
H 1.210 0.659 -4.003
H 0.751 -1.681 -4.962
H 2.607 -1.979 -5.173
H 1.237 -1.427 -7.184
H 2.581 -0.518 -7.054
H -0.654 -4.058 1.815
*
```

- Gap between HOMO and LUMO: 7.78 eV
- Highest occupied orbital energy: -9.1 eV
- Energy relative to the best compared isomer or geometry (same formula, charge and spin): 158.63 kcal per mole
- Structure (SMILES): CCCCc1c(P(=N)(O)O)cc(CCCCN)c2c1C(=O)NC2=O

Atomic partial charges in e from the natural (NBO) method, atoms 1 to 2: atom 1 (C): -0.6338, atom 2 (C): -0.4108



Record 2
Here is a single C16H24N6O3 molecule from the Open Molecules 2025 dataset. Energies are from wB97M-V/def2-TZVPD.

ORCA input file:
```
! wB97M-V def2-TZVPD RIJCOSX def2/J DEFGRID3
* xyz 0 1
C -4.054 3.862 -1.612
H -4.963 4.202 -1.121
H -4.332 3.251 -2.467
C -3.190 3.067 -0.639
C -2.809 3.899 0.584
C -1.910 3.073 1.496
C -0.694 2.575 0.725
N -1.121 1.778 -0.410
C -1.916 2.574 -1.327
H -2.185 1.950 -2.183
H -1.346 3.445 -1.705
C -0.017 1.135 -1.082
C 0.576 0.013 -0.299
N 0.338 -0.272 0.968
C 1.056 -1.382 1.228
C 1.753 -1.793 0.100
N 1.441 -0.861 -0.870
C 1.956 -0.857 -2.214
H 2.961 -1.283 -2.203
H 1.985 0.167 -2.590
C 1.038 -1.702 -3.124
O 0.150 -1.204 -3.778
N 1.325 -3.008 -3.077
H 0.762 -3.654 -3.605
H 2.052 -3.362 -2.461
C 2.526 -2.988 0.078
O 3.088 -3.477 -0.898
N 2.562 -3.599 1.325
C 1.906 -3.194 2.485
O 2.011 -3.827 3.512
N 1.128 -2.061 2.402
C 0.397 -1.598 3.561
H 0.958 -0.816 4.075
H -0.557 -1.195 3.229
H 0.255 -2.441 4.235
C 3.338 -4.821 1.460
H 3.822 -5.014 0.506
H 4.079 -4.698 2.248
H 2.682 -5.649 1.727
H 0.795 1.854 -1.331
H -0.384 0.716 -2.025
H -0.083 1.941 1.368
H -0.085 3.440 0.395
H -1.583 3.667 2.351
H -2.463 2.209 1.866
H -3.708 4.214 1.119
H -2.279 4.798 0.260
H -3.745 2.187 -0.301
H -3.514 4.735 -1.975
*
```

- Gap between HOMO and LUMO: 9.10 eV
- Highest occupied orbital energy: -8.5 eV
- Energy relative to the best compared isomer or geometry (same formula, charge and spin): 0.00 kcal per mole
- Structure (SMILES): C[C@@H]1CCCN(Cc2nc3c(c(=O)n(C)c(=O)n3C)n2CC(N)=O)C1

Atomic partial charges in e from the natural (NBO) method, atoms 1 to 2: atom 1 (C): -0.5997, atom 2 (H): 0.2105



Record 3
Here is 8 unconnected molecules or ions with the total composition C16H24N8 from the Open Molecules 2025 dataset. Energies are from wB97M-V/def2-TZVPD.

ORCA input file:
```
! wB97M-V def2-TZVPD RIJCOSX def2/J DEFGRID3
* xyz 0 1
C 0.176 4.801 -0.174
C -0.867 4.242 0.675
N -1.725 3.917 1.349
H 0.566 5.708 0.228
H -0.155 4.914 -1.201
H 1.004 4.039 -0.277
C -4.157 -2.593 -1.183
C -3.964 -2.635 0.255
N -3.940 -2.653 1.406
H -5.213 -2.387 -1.352
H -3.976 -3.557 -1.706
H -3.702 -1.716 -1.681
C 3.925 0.677 0.693
C 3.419 1.844 0.006
N 2.976 2.774 -0.506
H 3.222 0.393 1.458
H 4.937 0.841 1.013
H 3.855 -0.095 -0.052
C 0.997 0.701 5.033
C 1.521 -0.685 4.693
N 1.988 -1.708 4.519
H 1.817 1.381 4.946
H 0.683 0.849 6.009
H 0.172 0.941 4.401
C 2.097 -2.935 -4.460
C 1.134 -1.913 -4.172
N 0.346 -1.137 -3.896
H 3.045 -2.503 -4.768
H 1.598 -3.426 -5.292
H 2.267 -3.618 -3.648
C -0.700 1.851 -2.667
C -2.021 1.306 -2.404
N -3.127 1.045 -2.254
H -0.129 1.186 -3.366
H -0.029 1.752 -1.795
H -0.664 2.895 -3.020
C 0.212 -2.961 1.212
C 1.255 -2.716 0.230
N 2.068 -2.664 -0.612
H 0.161 -2.057 1.835
H 0.434 -3.873 1.784
H -0.752 -2.931 0.598
C -2.299 0.456 1.517
C -0.858 0.506 1.118
N 0.258 0.414 0.864
H -2.691 1.327 2.128
H -2.360 -0.516 1.935
H -2.808 0.519 0.582
*
```

- Gap between HOMO and LUMO: 11.93 eV
- Highest occupied orbital energy: -11.3 eV
- Energy relative to the best compared isomer or geometry (same formula, charge and spin): 23.50 kcal per mole
- Structure (SMILES): CC#N.CC#N.CC#N.CC#N.CC#N.CC#N.CC#N.CC#N

Atomic partial charges in e from the natural (NBO) method, atoms 1 to 2: atom 1 (C): -0.7458, atom 2 (C): 0.3148



Record 4
Here is a molecular structure, C16H24O12Rb from the Open Molecules 2025 dataset. Energies are from wB97M-V/def2-TZVPD.

ORCA input file:
```
! wB97M-V def2-TZVPD RIJCOSX def2/J DEFGRID3
* xyz 1 1
Rb 0.172 -19.879 28.537
C -6.903 -20.849 27.540
C -5.801 -19.837 27.774
C -5.585 -19.458 29.259
O -4.242 -19.838 29.542
C -3.676 -20.379 28.452
O -2.545 -20.765 28.413
O -4.536 -20.451 27.432
H -6.796 -21.695 28.213
H -6.890 -21.141 26.489
H -7.879 -20.371 27.661
H -5.940 -18.958 27.149
H -6.275 -19.973 29.923
H -5.680 -18.382 29.402
C 4.443 -25.463 27.631
C 4.690 -24.073 28.177
C 4.805 -22.965 27.117
O 3.944 -21.935 27.590
C 3.198 -22.397 28.614
O 2.351 -21.751 29.152
O 3.530 -23.651 28.937
H 5.338 -25.844 27.140
H 3.655 -25.406 26.876
H 4.137 -26.137 28.426
H 5.537 -24.048 28.862
H 4.500 -23.293 26.124
H 5.819 -22.573 27.052
C 0.450 -14.253 32.402
C 0.978 -15.651 32.616
C -0.092 -16.698 32.976
O 0.247 -17.824 32.152
C 1.176 -17.467 31.251
O 1.656 -18.216 30.451
O 1.479 -16.166 31.358
H -0.491 -14.273 31.852
H 1.165 -13.657 31.839
H 0.268 -13.776 33.366
H 1.780 -15.686 33.352
H -1.107 -16.382 32.748
H -0.004 -17.012 34.013
C 0.260 -25.497 24.343
C -0.549 -24.229 24.377
C -1.620 -24.189 25.481
O -1.094 -23.265 26.442
C -0.076 -22.590 25.908
O 0.461 -21.646 26.404
O 0.313 -23.128 24.737
H 0.638 -25.761 25.332
H 1.100 -25.402 23.656
H -0.354 -26.329 23.989
H -0.978 -24.033 23.397
H -1.777 -25.154 25.955
H -2.569 -23.799 25.116
*
```

- Gap between HOMO and LUMO: 11.30 eV
- Highest occupied orbital energy: -13.3 eV
- Energy relative to the best compared isomer or geometry (same formula, charge and spin): 0.00 kcal per mole

Atomic partial charges in e from the natural (NBO) method, atoms 1 to 2: atom 1 (Rb): 0.9786, atom 2 (C): -0.6303



Record 5
Here is a molecular structure, C16H24O16Rb5S from the Open Molecules 2025 dataset. Energies are from wB97M-V/def2-TZVPD.

ORCA input file:
```
! wB97M-V def2-TZVPD RIJCOSX def2/J DEFGRID3
* xyz 3 1
Rb 0.298 2.744 2.185
Rb 0.391 0.104 4.044
Rb 3.118 -1.694 2.519
Rb 0.377 -2.516 1.854
Rb 2.946 -0.502 -0.251
S 0.940 0.158 1.374
O -0.311 0.732 1.843
O 1.717 -0.265 2.493
O 0.761 -1.087 0.547
O 1.666 1.209 0.655
C 2.300 -3.759 -2.567
C 1.379 -3.970 -1.401
C 0.687 -2.807 -0.884
O -0.602 -3.183 -0.591
C -0.830 -4.347 -1.036
O -1.936 -4.768 -1.075
O 0.244 -4.815 -1.711
H 3.073 -3.076 -2.214
H 1.805 -3.393 -3.467
H 2.831 -4.691 -2.759
H 1.868 -4.532 -0.605
H 0.695 -1.975 -1.588
H 1.182 -2.403 -0.001
C 1.693 4.468 -2.035
C 1.755 4.775 -0.444
C 1.219 3.621 0.331
O 2.417 3.297 0.994
C 3.451 4.063 0.598
O 4.556 3.928 0.961
O 3.043 5.027 -0.152
H 0.703 4.280 -2.450
H 2.078 3.542 -2.460
H 2.041 5.335 -2.596
H 1.066 5.551 -0.110
H 0.946 2.725 -0.226
H 0.265 3.763 0.838
C -2.077 -0.816 -1.645
C -0.771 -0.324 -1.038
C 0.263 0.208 -2.014
O 0.546 1.521 -1.584
C -0.340 1.876 -0.632
O -0.564 2.992 -0.284
O -1.011 0.812 -0.224
H -1.921 -1.790 -2.108
H -2.610 -0.031 -2.182
H -2.675 -1.223 -0.829
H -0.368 -1.001 -0.285
H 0.080 0.132 -3.086
H 1.165 -0.396 -1.911
C -2.537 0.493 0.930
C -3.359 -0.582 1.634
C -2.688 -1.734 2.354
O -3.206 -1.669 3.605
C -3.965 -0.565 3.838
O -4.177 -0.099 4.979
O -4.254 -0.043 2.615
H -1.815 -0.017 0.293
H -2.107 1.150 1.685
H -3.308 0.916 0.286
H -3.781 -1.086 0.765
H -1.618 -1.531 2.308
H -2.734 -2.732 1.916
*
```

- Gap between HOMO and LUMO: 7.45 eV
- Highest occupied orbital energy: -17.4 eV

Atomic partial charges in e from the Mulliken method, atoms 1 to 2: atom 1 (Rb): 1.2685, atom 2 (Rb): 0.8188



Record 6
Here is a single C16H24O5 molecule from the Open Molecules 2025 dataset. Energies are from wB97M-V/def2-TZVPD.

ORCA input file:
```
! wB97M-V def2-TZVPD RIJCOSX def2/J DEFGRID3
* xyz 0 1
C -0.514 3.512 -0.652
H -0.195 3.878 -1.626
O 0.647 3.482 0.156
C 0.427 3.487 1.541
O -0.220 4.655 1.972
C 0.551 5.827 1.808
H -0.077 6.653 2.134
H 0.840 5.968 0.763
H 1.457 5.783 2.423
C -0.402 2.301 2.047
H -1.387 2.332 1.583
C 0.301 0.974 1.740
O 1.496 0.847 2.471
H 1.283 0.783 3.410
C -0.658 -0.202 2.010
C 0.009 -1.541 1.788
O 0.149 -2.345 2.675
C 0.529 -1.825 0.380
C 2.055 -1.678 0.392
H 2.475 -2.370 1.116
H 2.446 -1.904 -0.596
H 2.334 -0.665 0.666
O -0.021 -0.961 -0.599
C -1.172 -1.470 -1.241
C -0.880 -2.676 -2.102
C -1.685 -3.805 -2.057
C -1.397 -4.900 -2.854
C -0.297 -4.878 -3.693
C 0.514 -3.756 -3.737
C 0.222 -2.659 -2.949
H 0.848 -1.780 -2.973
H 1.374 -3.736 -4.390
H -0.070 -5.735 -4.310
H -2.030 -5.774 -2.813
H -2.541 -3.828 -1.396
H -1.530 -0.645 -1.866
H -1.955 -1.717 -0.507
H 0.286 -2.870 0.138
H -1.508 -0.115 1.332
H -1.015 -0.162 3.042
H 0.606 0.962 0.690
H -0.531 2.425 3.124
H 1.446 3.431 1.960
H -1.265 4.188 -0.234
H -0.943 2.511 -0.767
*
```

- Gap between HOMO and LUMO: 9.94 eV
- Highest occupied orbital energy: -9.2 eV
- Energy relative to the best compared isomer or geometry (same formula, charge and spin): 4.86 kcal per mole
- Structure (SMILES): COC(C[C@@H](O)CC(=O)[C@H](C)OCc1ccccc1)OC

Atomic partial charges in e from the natural (NBO) method, atoms 1 to 2: atom 1 (C): -0.2687, atom 2 (H): 0.1955



no.,LUMO energy (eV),molar mass (g/mol)
1,-1.352,353.359
2,0.603,348.407
3,0.591,328.424
4,-2.014,493.824
5,-9.981,931.759
6,0.703,296.363